Version A
17
Properties=species:S:1:pos:R:3 method="wB97M-V/def2-TZVPD" smiles="C=CC(=C)O.O.O" e_homo_ev=-8.816 gap_ha=0.3423 lumo_ev=0.50
O -1.140 1.016 -2.097
O 0.720 0.900 0.005
O -2.884 0.667 0.389
C 0.545 -0.790 2.278
C 1.764 -0.877 -1.199
C 1.258 -0.323 -0.099
C 1.036 -1.127 1.098
H -2.435 1.439 0.774
H 1.791 -0.216 -2.076
H 0.408 0.152 2.806
H -3.067 0.073 1.115
H 0.234 -1.445 3.094
H -1.527 0.749 -1.237
H 2.087 -1.885 -1.342
H 1.150 -2.172 0.860
H -0.582 0.267 -2.335
H 0.414 1.491 -0.688

Version B
17
Properties=species:S:1:pos:R:3 method="wB97M-V/def2-TZVPD" smiles="CCCC(=O)O.O" e_homo_ev=-10.193 gap_ha=0.4009 lumo_ev=0.72
O 2.636 -0.748 -1.762
O -0.138 0.161 3.751
O 1.036 -0.012 -3.133
C -0.119 0.526 -0.261
C 0.353 -0.748 -0.976
C 1.470 -0.538 -1.956
C -1.546 0.312 0.270
H 0.695 -1.475 -0.241
H -0.166 1.358 -0.963
H -1.650 -0.427 1.060
H -0.464 -1.192 -1.549
H -2.212 0.047 -0.553
H 1.773 0.461 -3.564
H -0.294 -0.603 4.314
H -1.903 1.286 0.618
H 0.577 0.704 0.556
H -0.049 0.888 4.387

Stability comparison, relative energies in eV: version A 2.214; version B 0.000

Version A
17
Properties=species:S:1:pos:R:3 method="wB97M-V/def2-TZVPD" e_homo_ev=-8.565 gap_ha=0.3504 lumo_ev=0.97
O 2.185 -1.262 1.147
O 2.097 -0.485 -0.077
O -1.438 0.036 -0.561
C 0.701 1.752 -0.604
C -2.246 -0.391 0.518
C 0.109 -0.750 -0.677
C 0.456 0.432 0.046
H 1.699 2.099 -0.329
H -0.030 2.484 -0.256
H 2.639 -2.051 0.812
H -0.005 -1.681 -0.136
H 0.647 1.687 -1.691
H 0.296 -0.782 -1.743
H -3.052 -1.033 0.142
H 0.327 0.422 1.123
H -1.695 -0.961 1.280
H -2.690 0.484 1.007

Version B
17
Properties=species:S:1:pos:R:3 method="wB97M-V/def2-TZVPD" e_homo_ev=-7.974 gap_ha=0.3036 lumo_ev=0.29
O -0.461 -1.490 -0.354
O -1.752 1.826 -0.131
O 0.363 1.738 -0.996
C 0.096 0.576 1.465
C -0.634 1.112 -0.341
C 0.477 -1.869 -1.319
C 0.332 -0.803 1.305
H -1.578 2.768 0.039
H 1.335 -1.120 1.039
H -0.749 0.861 2.084
H -0.785 -0.057 -0.615
H 0.859 -1.006 -1.892
H 0.437 2.679 -0.768
H 0.958 1.233 1.516
H 0.018 -2.574 -2.024
H 1.355 -2.377 -0.884
H -0.271 -1.497 1.876

Stability comparison, relative energies in eV: version A 1.963; version B 0.000

Version A
10
Properties=species:S:1:pos:R:3 method="wB97M-V/def2-TZVPD" e_homo_ev="-9.152 / -9.153" gap_ha="0.3320 / 0.3320" lumo_ev="-0.12 / -0.12"
S -2.195 -1.314 0.065
O -1.439 1.861 0.090
N 0.892 1.710 0.219
N 1.736 -1.063 0.176
N 0.555 -1.282 0.087
C -0.261 1.637 0.129
C -0.539 -0.870 -0.035
H -2.686 -0.216 -0.547
H 2.213 -1.508 -0.465
H 1.724 1.046 0.282

Version B
10
Properties=species:S:1:pos:R:3 method="wB97M-V/def2-TZVPD" smiles="[H]/N=c1/ncon1S" e_homo_ev=-9.368 gap_ha=0.3406 lumo_ev=-0.10
S 1.993 -0.216 -0.493
O -0.132 -1.398 0.185
N -1.549 0.197 -0.524
N 0.489 -0.376 0.587
N -0.263 2.000 -0.083
C -0.436 0.783 -0.042
C -1.391 -1.060 -0.379
H 0.705 2.245 0.573
H 2.670 -0.228 0.651
H -2.087 -1.946 -0.477

Stability comparison, relative energies in eV: version A 0.000; version B 0.599